One molecule with the formula C5H8O at a distorted geometry, computed with ωB97M-V with the def2-TZVPD basis set.

Geometry as XYZ:
```
14
Properties=species:S:1:pos:R:3:forces:R:3
O 1.16646 -0.90123 -0.55497 0.4712 -0.4837 -0.5103
C 0.46688 -0.75907 1.84040 -0.0835 -0.0134 -0.2037
C 0.67031 -0.12319 0.49795 0.3834 1.0547 0.8019
C -0.15322 -0.44847 -0.68359 -0.1529 0.3048 -0.1237
C -0.58010 1.69719 -0.72924 -0.1498 -0.0185 -0.1678
C -0.46191 0.62335 -1.73302 0.1676 0.1002 -0.0328
H 1.10677 0.88555 0.48723 -0.0805 -0.4625 0.2980
H -0.89680 -1.21139 -0.56793 -0.3891 -0.2562 0.0830
H -0.02857 -1.71886 1.73660 -0.0853 -0.1727 -0.0040
H -0.14047 -0.11852 2.47711 -0.0427 0.0712 -0.0030
H -1.56768 1.53846 -0.26310 -0.1038 -0.0082 0.1468
H -1.35234 0.32342 -2.26549 -0.3676 -0.0414 -0.2040
H 0.36504 0.74790 -2.41824 0.2477 -0.0646 -0.1461
H 1.41978 -0.91754 2.33380 0.1852 -0.0095 0.0657
```
Positions in Å, forces in eV/Å.

## Properties
Charge: 0
Frontier orbital gap in eV: 8.803

One molecule with the formula C5H8O at a distorted geometry, computed with ωB97M-V with the def2-TZVPD basis set.

Geometry as XYZ:
```
14
Properties=species:S:1:pos:R:3:forces:R:3
O -1.51022 0.67553 -0.11457 -0.0818 0.1637 0.2787
C 1.37420 0.05893 -1.14617 0.2558 -0.3646 -0.4340
C -0.59228 1.04635 0.82584 0.2460 0.3712 0.1024
C 1.24485 -0.47296 0.06356 0.6370 0.8303 -0.1175
C 0.59712 0.47295 0.98207 -0.5574 -0.1332 0.6248
C -1.56758 -0.73635 -0.22917 -0.2933 -0.2545 0.0429
H 1.90359 -1.27424 0.40956 -0.0267 0.5007 0.1020
H -1.11026 -1.08996 -1.16528 -0.0454 0.0042 0.5041
H 0.61491 0.72640 -1.55856 0.5759 0.3126 0.3410
H -2.60563 -1.05082 -0.17986 -0.2264 0.0746 -0.1767
H -1.06539 -1.06833 0.68167 -0.0658 -0.9534 -0.5088
H -0.92070 1.87467 1.43262 0.0300 0.2463 -0.0372
H 2.30568 -0.07469 -1.65271 0.0049 -0.7556 -1.1232
H 1.33171 0.91252 1.65101 -0.4527 -0.0424 0.4015
```
Positions in Å, forces in eV/Å.

## Properties
Charge: 0
Frontier orbital gap in eV: 9.528
SMILES string: C=C/C=C\OC

One molecule with the formula C5H8O, computed with ωB97M-V with the def2-TZVPD basis set.

Geometry as XYZ:
```
14
Properties=species:S:1:pos:R:3:forces:R:3
O -0.63242 2.47213 -0.74019 -0.0075 -0.4096 0.0998
C -0.06538 -0.17476 1.15367 0.1293 -0.0748 0.2939
C -0.99747 0.14514 0.00629 -0.1635 0.0633 0.1170
C 0.10350 -0.88152 -0.16041 -0.0617 0.0022 -0.1606
C 1.38727 -0.74646 -0.94718 -0.0077 0.1122 -0.0256
C -1.12238 1.63484 -0.02933 0.1395 0.0110 -0.1627
H 1.76920 0.27778 -0.92503 -0.0722 -0.0987 -0.0336
H 2.15436 -1.40690 -0.52356 -0.1506 0.1320 -0.0351
H -0.32067 -1.88527 -0.21653 0.0492 0.2078 0.0809
H -1.98437 -0.30908 0.11504 0.1686 0.1358 0.0916
H 1.24233 -1.04281 -1.99155 -0.0148 0.1299 0.1485
H -1.72476 1.89940 0.87792 -0.0840 0.3562 -0.4310
H -0.51065 -0.56446 2.05786 0.2744 -0.4847 -0.0410
H 0.70142 0.58197 1.32303 -0.1992 -0.0828 0.0579
```
Positions in Å, forces in eV/Å.

## Properties
Charge: 0
Frontier orbital gap in eV: 10.711
SMILES string: C[C@H]1C[C@H]1C=O

C5H8O as an isolated structure, computed with ωB97M-V with the def2-TZVPD basis set.

Geometry as XYZ:
```
14
Properties=species:S:1:pos:R:3:forces:R:3
O 0.68131 1.38466 1.20565 0.1025 -0.2554 0.3381
C -0.96347 1.23758 1.65911 -0.3359 -0.1136 -0.0103
C -1.24275 0.09859 1.10546 0.1216 0.4051 0.2746
C 0.37380 -0.02746 -0.87651 0.0875 0.1530 0.0419
C -0.15236 -1.29099 -1.55486 -0.0332 -0.0670 0.0280
C 0.12159 -0.07598 0.60884 0.3691 0.0110 -0.1570
H -1.22502 -1.39724 -1.37041 0.1470 -0.0037 -0.0494
H -0.13157 0.85800 -1.27744 0.0469 -0.1129 0.0628
H 0.02105 -1.24601 -2.63413 -0.0301 -0.0073 0.1593
H 0.73899 -0.81737 1.12722 -0.1192 0.0681 -0.0669
H 0.34888 -2.18554 -1.16869 -0.0709 0.1023 -0.0603
H 1.44860 0.09429 -1.05152 -0.1133 -0.0343 0.0060
H -1.23473 2.12092 2.21366 -0.0175 -0.1042 -0.0980
H 1.21567 1.24654 2.01361 -0.1544 -0.0411 -0.4688
```
Positions in Å, forces in eV/Å.

## Properties
Charge: 0
Frontier orbital gap in eV: 9.107

One molecule with the formula C5H8O, computed with ωB97M-V with the def2-TZVPD basis set.

Geometry as XYZ:
```
14
Properties=species:S:1:pos:R:3:forces:R:3
O -1.57618 -0.68873 -1.49939 0.0092 0.4498 0.0431
C -1.68978 0.74583 0.36702 -0.0207 0.1285 0.0234
C 1.69624 0.28829 0.09792 0.0596 0.1791 0.0497
C -0.94632 -0.01077 -0.71112 -0.2034 -0.1197 -0.1069
C 0.95406 -0.94917 0.45400 0.0833 -0.2361 0.1896
C 0.53656 -0.13833 -0.76568 -0.1412 -0.2823 -0.1579
H 2.64589 0.12499 -0.40687 -0.1582 0.2335 0.0907
H -2.40123 1.38967 -0.15632 0.0641 0.0304 0.1484
H -2.28128 0.03430 0.95526 0.1631 0.1296 -0.1106
H 0.28814 -0.84284 1.30938 0.0620 -0.1328 -0.2143
H 1.68688 1.14287 0.76736 -0.1982 -0.1097 -0.0960
H 1.32841 -1.95232 0.30725 0.2770 0.1170 0.0302
H 0.82420 -0.49333 -1.75031 0.0082 -0.2782 0.2493
H -1.06560 1.34953 1.03150 -0.0049 -0.1092 -0.1386
```
Positions in Å, forces in eV/Å.

## Properties
Charge: 0
Frontier orbital gap in eV: 10.555
SMILES string: CC(=O)C1CC1

A 2-piece molecular cluster, C5H8O overall, computed with ωB97M-V with the def2-TZVPD basis set.

Geometry as XYZ:
```
14
Properties=species:S:1:pos:R:3:forces:R:3
O -0.74504 -0.17462 -1.41509 0.1831 0.2465 -0.0754
C -1.60354 0.50741 0.59402 0.0459 0.0738 -0.0620
C -1.73708 -0.54095 -0.44355 -0.1489 -0.0488 0.1172
C -0.08375 0.92237 -1.09570 -0.1603 0.0285 -0.0852
C 2.27924 -0.51981 0.18451 0.1455 -0.0897 -0.0994
C -0.61839 1.33324 0.22778 -0.0371 -0.0784 -0.0249
H -2.22485 0.55181 1.47595 0.0287 -0.0280 0.0523
H -1.52364 -1.54779 -0.07445 0.0129 0.0377 -0.0277
H 2.62934 -1.39815 -0.35810 0.0226 -0.0443 0.0337
H 1.85642 0.17990 -0.56911 0.2992 -0.3710 0.7792
H -2.69593 -0.55175 -0.96369 -0.0670 0.0037 0.0977
H 1.55998 -0.85479 0.94545 -0.0241 0.2679 -0.3866
H -0.22660 2.18138 0.77686 -0.1528 -0.0943 -0.1090
H 3.13382 -0.08824 0.71512 -0.1475 0.0964 -0.2099
```
Positions in Å, forces in eV/Å.

## Properties
Charge: 0
Frontier orbital gap in eV: 8.724

One molecule with the formula C5H8O at a distorted geometry, computed with ωB97M-V with the def2-TZVPD basis set.

Geometry as XYZ:
```
14
Properties=species:S:1:pos:R:3:forces:R:3
O 0.88942 -1.57215 0.46042 -0.4976 -0.2478 0.8241
C 1.46410 0.40412 -0.57380 0.5976 -0.9746 -0.1149
C -1.70625 1.08566 -0.08536 0.0364 0.0522 -0.0045
C -0.95127 -0.23770 -0.13305 -0.0556 -0.0843 0.0337
C 0.48678 -0.19297 0.36370 -0.2155 -0.2011 0.1938
C 2.38924 -0.12880 -1.14347 0.1599 0.8631 -0.4159
H -1.25370 1.82984 -0.74967 -0.0471 -0.0808 0.1056
H 0.54982 0.28182 1.35065 -0.1192 0.0430 -0.1123
H -2.74436 0.93716 -0.40376 0.2020 0.0490 0.0330
H -1.73118 1.50150 0.92951 0.0441 -0.0730 -0.1668
H -0.93837 -0.64376 -1.15209 -0.0115 0.0644 0.1762
H 3.15612 -0.70757 -1.59396 0.2693 0.3232 -0.3310
H -1.43931 -0.98229 0.50210 -0.0835 0.0861 -0.0848
H 1.78266 -1.61632 0.82950 -0.2793 0.1806 -0.1361
```
Positions in Å, forces in eV/Å.

## Properties
Charge: 0
Frontier orbital gap in eV: 10.686
SMILES string: C#C[C@H](O)CC

One molecule with the formula C5H8O at a distorted geometry, computed with ωB97M-V with the def2-TZVPD basis set.

Geometry as XYZ:
```
14
Properties=species:S:1:pos:R:3:forces:R:3
O -0.05427 -1.74975 -0.17076 0.0935 -0.1409 0.1610
C -1.53362 0.02915 -0.59655 -0.0129 0.0559 0.0598
C 1.57352 0.23574 0.65181 -0.7691 0.8764 -0.5637
C -0.66500 -0.65140 0.47082 -0.3856 0.0292 0.3130
C 0.34197 0.27219 1.10426 -0.0645 -0.3640 0.5509
C 2.00785 0.86758 -0.41193 0.1505 0.1600 -0.5552
H 0.03372 1.06795 1.77408 -0.2104 -0.4082 0.5022
H 0.79567 -1.91209 0.26234 -0.1553 -0.0511 -0.1177
H 1.22418 1.55227 -0.72656 0.6452 0.1577 -0.8190
H -2.03766 0.92549 -0.22313 0.0682 -0.1164 0.0375
H 2.86692 0.74666 -1.03250 0.7617 -0.0142 0.1944
H -0.94704 0.28891 -1.48551 0.0271 -0.0396 0.2901
H -2.29561 -0.69238 -0.90756 0.1019 0.1362 0.0398
H -1.31064 -0.98032 1.29118 -0.2503 -0.2811 -0.0931
```
Positions in Å, forces in eV/Å.

## Properties
Charge: 0
Frontier orbital gap in eV: 9.560
SMILES string: C=C=C[C@@H](C)O

One molecule with the formula C5H8O at a distorted geometry, computed with ωB97M-V with the def2-TZVPD basis set.

Geometry as XYZ:
```
14
Properties=species:S:1:pos:R:3:forces:R:3
O 2.12650 -0.83660 -0.19840 0.8531 0.4410 1.5222
C 0.99943 -1.39269 -0.45556 -1.9776 -0.5228 -0.7054
C -2.56670 -0.16585 0.53670 4.5687 -0.7447 -0.0079
C -0.17813 -0.36706 -0.36872 -0.4887 -1.1263 -2.9661
C -1.71926 -0.53096 -0.48519 -0.7236 1.3110 2.9648
C 2.25482 0.59150 0.23266 -1.6280 -0.6542 -0.5450
H -2.21377 -0.51773 -1.41542 0.1128 -0.7437 -1.4600
H 1.93108 1.01986 -0.69400 0.3336 1.4548 -0.0130
H 1.60776 0.86697 1.06250 -0.3707 -0.2687 -0.1838
H 3.19502 0.86090 0.61749 1.6971 -0.3711 -0.4236
H -1.99235 0.02824 1.48297 -1.1586 -0.1443 -0.5589
H 0.03292 0.27437 -1.26479 0.1612 -0.2533 0.4406
H 0.13478 0.20073 0.42233 -0.4611 1.6542 2.2821
H -3.61210 -0.03167 0.52741 -0.9183 -0.0319 -0.3460
```
Positions in Å, forces in eV/Å.

## Properties
Charge: 0
Frontier orbital gap in eV: 8.619

C5H8O as an isolated structure at a distorted geometry, computed with ωB97M-V with the def2-TZVPD basis set.

Geometry as XYZ:
```
14
Properties=species:S:1:pos:R:3:forces:R:3
O -0.53032 1.53189 1.79022 -0.0103 -0.0527 -0.3562
C 1.54988 -0.72924 0.27194 -0.0350 -0.0849 0.1947
C -0.49733 0.80019 0.84594 0.3822 -0.4709 1.5001
C -1.56806 -0.07260 0.12409 -0.0129 -0.0398 0.4552
C -0.59331 0.09189 -1.02890 -0.2213 1.0340 -0.3145
C 0.62875 0.39234 -0.17535 0.0654 0.1219 0.4303
H 2.08307 -1.18804 -0.57265 -0.2165 0.1897 0.1146
H -1.68048 -1.06500 0.56966 0.2301 0.0489 0.0211
H 2.30103 -0.32171 0.95369 -0.0598 -0.1578 0.0092
H -2.56398 0.33554 -0.09526 0.2920 0.0039 0.4967
H -0.82274 1.23719 -1.05882 -0.1150 -1.8346 -2.8706
H 1.00142 -1.51789 0.79458 0.0724 0.0016 -0.0185
H -0.53019 -0.70235 -1.80558 -0.2747 1.3395 -0.1251
H 1.22226 1.20780 -0.61353 -0.0967 -0.0987 0.4631
```
Positions in Å, forces in eV/Å.

## Properties
Charge: 0
Frontier orbital gap in eV: 10.519

Number 1: E_tot -7356.9310 eV. Number 2: E_tot -7359.1783 eV. Number 3: E_tot -7360.5215 eV. Number 4: E_tot -7357.3045 eV. Number 5: E_tot -7360.9256 eV. Number 6: E_tot -7358.8371 eV. Number 7: E_tot -7359.1283 eV. Number 8: E_tot -7358.7218 eV. Number 9: E_tot -7356.8689 eV. Number 10: E_tot -7360.1625 eV.